(1)
ORCA calculation (ωB97M-V/def2-TZVPD) on C27H52LuP2Si as an isolated structure.

```
83
Properties=species:S:1:pos:R:3:mulliken_charge:R:1
Lu 0.094 -0.350 2.325 1.132
C 2.367 -1.527 2.574 0.530
C 2.655 -0.142 2.457 1.207
C 1.172 -0.401 4.257 0.303
C 1.426 -1.701 3.650 0.641
C 1.907 0.563 3.473 0.156
C 3.088 -2.612 1.876 -2.017
H 3.515 -2.328 0.914 0.424
H 2.480 -3.507 1.689 0.428
H 3.943 -2.968 2.475 0.292
C 0.863 -3.027 4.041 -1.112
H 1.496 -3.830 3.645 0.430
H -0.169 -3.253 3.684 -0.293
H 0.843 -3.079 5.143 0.350
C -0.016 -0.130 5.132 -1.093
H 0.163 -0.646 6.081 0.396
H -1.017 -0.501 4.787 0.149
H -0.151 0.944 5.295 0.313
C 1.701 2.047 3.414 -1.469
H 2.279 2.558 4.203 0.408
H 0.658 2.395 3.547 0.364
H 2.016 2.520 2.469 0.309
C 3.759 0.424 1.645 -1.458
H 4.566 0.842 2.285 0.345
H 3.404 1.226 0.982 0.180
H 4.216 -0.344 1.012 0.376
C -0.088 -1.775 -1.615 -0.533
C 1.239 -1.898 -1.603 -0.797
C 2.270 -0.831 -1.753 0.131
C 1.930 0.692 -1.955 0.015
C 1.129 1.510 -1.007 0.600
C -0.218 1.557 -0.850 -1.100
C -1.293 0.604 -1.351 0.784
C -0.843 -0.620 -2.206 0.501
H 2.931 -0.996 -2.656 0.401
H 1.579 0.837 -3.030 -1.227
H 2.924 -0.881 -0.838 -0.300
H -0.238 -0.240 -3.077 -1.230
H -0.713 -2.490 -1.026 0.234
H 1.622 -2.753 -1.043 0.443
H -1.803 -1.025 -2.589 0.658
H -1.949 0.254 -0.491 -0.722
H -0.566 2.334 -0.119 0.344
H -2.010 1.166 -2.041 0.357
H 2.932 1.176 -1.941 0.647
H 1.718 2.201 -0.355 0.362
P 0.140 1.081 -4.382 0.923
C -0.718 -0.100 -5.436 -1.489
C 1.516 1.671 -5.364 -1.317
P -0.676 3.566 -2.701 0.481
C -1.040 2.436 -4.161 -1.504
C 0.413 4.698 -3.673 -1.293
C -2.156 4.588 -3.073 -1.291
H -1.725 -0.302 -5.058 0.431
H -0.176 -1.052 -5.468 0.349
H -0.772 0.336 -6.438 0.436
H 1.122 1.925 -6.350 0.458
H 2.264 0.874 -5.451 0.367
H 2.017 2.537 -4.923 0.285
H -2.126 4.852 -4.138 0.401
H -2.146 5.485 -2.453 0.430
H -3.060 4.011 -2.864 0.375
H -2.057 2.029 -4.062 0.649
H -0.979 3.022 -5.114 0.718
H 0.464 5.660 -3.150 0.424
H -0.053 4.837 -4.656 0.443
H 1.432 4.320 -3.788 0.259
C -4.732 -2.295 1.942 -1.117
Si -2.942 -2.290 2.534 0.144
C -2.895 -2.542 4.403 -1.024
C -2.080 -3.770 1.720 -1.050
C -2.216 -0.627 2.168 -1.147
H -5.284 -3.152 2.350 0.313
H -4.760 -2.329 0.841 0.298
H -5.215 -1.358 2.267 0.314
H -3.675 -3.262 4.698 0.413
H -1.925 -2.917 4.762 0.291
H -3.097 -1.584 4.906 0.334
H -2.183 -3.721 0.625 0.326
H -1.003 -3.837 1.934 0.349
H -2.540 -4.720 2.055 0.386
H -2.528 0.202 2.863 0.583
H -2.420 -0.265 1.127 0.192
```

2S+1: 1
ΔE to the lowest compared entry with this formula, charge and spin, kJ/mol: 0.0
Largest force on an atom, eV Å⁻¹: 3.82
Net charge: +1

(2)
ORCA calculation (ωB97M-V/def2-TZVPD) on a 6-piece molecular cluster, C20H50N6O6 overall.

```
82
Properties=species:S:1:pos:R:3:mulliken_charge:R:1
C 2.288 27.673 17.560 0.578
O 1.718 27.922 18.620 -0.661
N 3.041 28.633 16.931 -0.472
N 2.264 26.459 16.952 -0.187
H 3.600 28.373 16.139 0.180
H 3.264 29.461 17.452 0.234
H 2.949 26.195 16.267 0.258
H 1.849 25.710 17.493 0.062
C 2.431 28.520 21.620 0.593
O 1.352 28.984 21.931 -0.639
N 3.613 29.192 21.818 -0.410
N 2.561 27.275 21.046 -0.287
H 3.510 30.087 22.257 0.223
H 4.482 28.699 21.756 0.177
H 3.457 27.006 20.683 0.197
H 1.727 26.888 20.643 0.252
C 1.833 22.688 15.241 -1.681
C 3.200 22.472 15.926 1.328
C 4.242 23.054 14.959 -1.256
C 5.575 23.371 15.608 -0.765
C 5.330 24.272 16.824 -1.089
C 4.405 23.647 17.863 1.733
N 3.162 23.209 17.189 1.206
O 2.316 22.525 18.083 -0.605
C 5.118 22.522 18.644 -1.820
C 3.968 24.731 18.850 -2.263
C 3.362 20.949 16.086 -1.657
H 1.030 22.109 15.706 0.165
H 1.830 22.416 14.182 0.405
H 1.512 23.730 15.286 0.309
H 4.389 22.413 14.091 0.456
H 3.798 23.991 14.599 0.413
H 6.247 23.925 14.949 0.445
H 6.112 22.466 15.907 0.358
H 4.963 25.216 16.411 0.104
H 6.272 24.461 17.347 0.391
H 4.331 21.920 19.093 0.281
H 5.774 21.943 17.993 0.361
H 5.759 22.968 19.404 0.515
H 3.691 25.661 18.344 0.252
H 3.131 24.455 19.496 0.516
H 4.738 25.001 19.583 0.528
H 2.536 20.532 16.658 0.298
H 4.278 20.766 16.654 0.351
H 3.385 20.482 15.104 0.430
H 1.676 23.215 18.322 0.374
C -3.946 19.243 15.868 -2.016
C -3.002 20.101 16.708 1.874
C -2.771 21.409 15.955 -1.758
C -2.086 22.477 16.810 0.152
C -3.050 22.826 17.952 -1.204
C -3.373 21.599 18.810 1.696
N -3.721 20.450 17.954 0.060
O -3.950 19.314 18.748 -0.473
C -2.138 21.340 19.709 -1.599
C -4.583 21.937 19.685 -1.887
C -1.681 19.355 16.998 -1.809
H -3.531 19.063 14.874 0.393
H -4.885 19.776 15.715 0.435
H -4.153 18.307 16.385 0.370
H -2.037 21.214 15.162 0.492
H -3.679 21.777 15.483 0.300
H -1.835 23.309 16.146 0.587
H -1.114 22.115 17.162 -0.162
H -3.914 23.272 17.452 0.381
H -2.632 23.618 18.583 0.468
H -2.145 20.347 20.157 0.264
H -1.198 21.519 19.189 0.276
H -2.137 22.051 20.539 0.457
H -5.369 22.400 19.085 0.428
H -5.038 21.028 20.078 0.389
H -4.262 22.608 20.478 0.384
H -0.963 19.509 16.190 0.373
H -1.876 18.289 17.103 0.455
H -1.199 19.783 17.874 0.427
H -3.096 18.882 18.907 0.356
O 0.373 24.403 18.564 -0.564
H 0.169 25.276 18.964 0.433
H -0.470 24.068 18.244 -0.085
O -0.441 26.713 19.774 -0.674
H -1.174 27.223 19.417 0.286
H 0.373 27.139 19.420 0.313
```

2S+1: 1
ΔE to the lowest compared entry with this formula, charge and spin, kJ/mol: 0.0
Largest force on an atom, eV Å⁻¹: 1.65
Net charge: 0

(3)
ORCA calculation (ωB97M-V/def2-TZVPD) on a single C5H8N2 molecule.

```
15
Properties=species:S:1:pos:R:3:mulliken_charge:R:1
C -0.855 -1.311 -1.887 -1.260
C -0.330 -0.460 -0.769 0.908
C -0.426 0.941 -0.676 -1.421
C 0.179 1.145 0.556 0.623
N 0.379 2.353 1.158 -0.439
C 0.752 -0.103 1.201 -0.536
N 0.289 -1.095 0.268 -0.137
H -1.637 -1.991 -1.526 0.314
H -1.274 -0.661 -2.655 0.316
H -0.060 -1.927 -2.326 0.326
H 1.848 -0.037 1.189 0.242
H 0.399 2.410 2.167 0.245
H -0.085 3.120 0.690 0.278
H 0.416 -0.297 2.227 0.357
H 0.404 -2.087 0.381 0.184
```

2S+1: 1
ΔE to the lowest compared entry with this formula, charge and spin, kJ/mol: 230.3
Largest force on an atom, eV Å⁻¹: 0.50
Net charge: 0

(4)
ORCA calculation (ωB97M-V/def2-TZVPD) on a 12-piece molecular cluster, C24H71BClI2N2O16S overall.

```
118
Properties=species:S:1:pos:R:3:mulliken_charge:R:1
C 5.736 -0.399 0.941 -0.529
C 5.056 -1.109 2.264 -0.341
O 3.936 -1.956 1.742 -0.273
C 3.103 -2.222 2.934 -0.438
C 1.808 -3.218 2.573 -0.432
O 0.687 -2.315 2.274 -0.130
C -0.210 -2.852 1.240 -1.050
C -1.271 -1.707 0.625 0.107
C -0.956 -1.424 -0.941 -1.251
C -1.824 -2.582 -1.710 -0.927
S -0.877 -4.213 -1.969 -0.028
C -1.318 -5.464 -0.644 -0.298
C 0.106 -6.246 -0.251 -0.716
N -1.150 0.020 -1.457 1.810
C -2.660 0.326 -1.579 -1.263
O -3.522 0.244 -0.437 -0.175
C -4.391 1.466 -0.509 -0.124
C -0.782 0.170 -2.908 -1.457
I 0.550 -1.314 -3.918 0.212
C -0.197 1.542 -3.526 0.754
C -0.221 1.424 -5.203 -1.033
C -0.438 0.962 -0.459 1.388
C -0.773 2.557 -0.576 -0.953
C 0.509 3.565 -0.923 -0.588
C 1.183 4.227 0.458 -0.966
I 3.388 4.293 0.140 0.020
C 1.106 0.606 -0.096 -0.288
B 2.290 0.377 -1.126 0.805
O 2.818 -1.027 -1.313 -0.795
O 3.092 1.358 -1.927 -0.512
C -1.009 0.760 1.120 -0.881
N -1.240 -0.598 1.590 1.082
C -2.056 -0.755 2.832 -0.382
Cl -1.632 0.446 4.210 -0.240
C -3.681 -0.710 2.665 0.303
C -4.372 0.757 2.951 -1.079
H 6.825 -0.840 0.834 0.315
H 5.728 0.780 1.106 0.182
H 5.085 -0.687 -0.016 -0.009
H 5.787 -1.873 2.815 0.293
H 4.625 -0.325 3.022 0.281
H 3.700 -2.574 3.876 0.420
H 2.621 -1.171 3.230 0.192
H 1.575 -3.819 3.555 0.267
H 2.151 -3.899 1.686 0.203
H -0.823 -3.735 1.759 0.379
H 0.455 -3.354 0.428 0.021
H -2.329 -2.243 0.780 0.649
H 0.179 -1.785 -1.040 0.783
H -2.834 -2.887 -1.208 0.433
H -2.135 -2.257 -2.818 0.324
H -1.839 -5.023 0.307 0.159
H -1.983 -6.307 -1.162 0.427
H 0.317 -7.169 -0.965 0.269
H 0.983 -5.475 -0.473 0.179
H 0.125 -6.633 0.856 0.236
H -3.225 -0.428 -2.317 0.225
H -2.861 1.361 -2.143 0.832
H -4.957 1.489 -1.559 0.033
H -5.203 1.490 0.351 0.210
H -3.740 2.458 -0.446 0.136
H -1.704 -0.003 -3.662 0.749
H 0.924 1.796 -3.320 -0.127
H -0.862 2.517 -3.349 0.108
H 0.870 1.202 -5.634 0.295
H -1.039 0.696 -5.600 0.301
H -0.495 2.496 -5.651 0.363
H -1.592 2.869 -1.348 0.218
H -1.141 3.090 0.430 0.252
H 0.030 4.521 -1.461 0.290
H 1.278 3.146 -1.671 0.342
H 1.032 3.525 1.384 0.400
H 0.751 5.296 0.695 0.525
H 1.158 -0.342 0.637 -0.645
H 1.482 1.484 0.630 0.132
H 3.170 -1.107 -2.253 0.186
H 3.263 0.991 -2.847 0.291
H -2.027 1.361 1.296 -0.413
H -0.263 1.298 1.885 -0.151
H -1.800 -1.829 3.286 0.486
H -4.049 -1.218 1.649 -0.020
H -4.117 -1.430 3.514 0.258
H -4.397 1.072 4.078 0.401
H -3.912 1.645 2.346 0.140
H -5.505 0.667 2.588 0.265
O 0.179 3.154 3.052 -0.611
H -0.033 4.070 3.288 0.268
H -0.161 2.635 3.796 0.216
O 3.191 -4.123 -5.411 -0.611
H 2.543 -3.634 -4.881 0.265
H 3.250 -3.616 -6.235 0.316
O -6.089 2.714 4.058 -0.616
H -5.304 3.234 4.287 0.312
H -6.622 2.727 4.868 0.306
O -5.655 2.165 -3.598 -0.634
H -5.783 2.581 -4.463 0.297
H -6.328 1.468 -3.571 0.306
O 2.454 6.134 3.291 -0.612
H 2.767 5.710 2.478 0.242
H 3.114 6.822 3.465 0.301
O 6.345 6.714 -0.242 -0.697
H 6.217 7.131 -1.108 0.333
H 5.672 6.018 -0.216 0.196
O -4.934 -3.484 3.153 -0.621
H -5.532 -3.339 3.902 0.311
H -5.499 -3.889 2.478 0.300
O 4.854 7.484 2.128 -0.591
H 5.167 7.060 1.315 0.338
H 5.514 8.172 2.302 0.277
O -0.160 -9.451 -0.893 -0.635
H 0.053 -10.017 -0.135 0.313
H 0.342 -9.842 -1.624 0.318
O -0.906 7.179 -0.362 -0.634
H -0.121 7.699 -0.134 0.318
H -1.439 7.192 0.447 0.316
O 4.282 -7.208 -4.070 -0.635
H 5.038 -6.657 -4.324 0.317
H 3.515 -6.631 -4.208 0.312
```

2S+1: 1
Largest force on an atom, eV Å⁻¹: 4.99
Net charge: +1
E_tot, eV: -101996.8663

(5)
ORCA calculation (ωB97M-V/def2-TZVPD) on a single C5H6O molecule.

```
12
Properties=species:S:1:pos:R:3:mulliken_charge:R:1
C -2.146 -0.185 0.016 -0.944
C -0.803 -0.171 -0.053 0.630
C 1.380 -0.809 -0.026 -0.330
C 1.299 0.687 0.006 -0.317
C 0.026 1.020 -0.066 -0.359
H -2.659 0.799 -0.052 0.207
H -2.743 -1.064 0.057 0.314
H 1.849 -1.190 0.903 0.227
H 1.931 -1.235 -0.849 0.261
H 2.164 1.324 0.072 0.400
H -0.328 2.058 0.023 0.305
O 0.029 -1.234 -0.032 -0.394
```

2S+1: 1
ΔE to the lowest compared entry with this formula, charge and spin, kJ/mol: 98.2
Largest force on an atom, eV Å⁻¹: 1.86
Net charge: 0

Look up the net charge of the fifth one.
0